--- one ---
10
Properties=species:S:1:pos:R:3:mulliken_charge:R:1 method="wB97M-V/def2-TZVPD" orbital_gap_ev=7.29 lumo_ev=-0.8 multiplicity=1 e_homo_ev=-8.114
C -1.34 0.32 -0.34 -0.57
C -0.72 -0.94 -0.27 0.32
C -0.77 1.50 -0.09 0.54
O -0.50 2.59 0.16 -0.23
O 0.46 -1.18 0.07 -0.34
O 3.06 -0.71 -0.17 -0.57
P 1.86 0.03 0.20 0.17
H -2.36 0.37 -0.68 0.31
H -1.34 -1.81 -0.50 0.37
H 1.65 -0.16 1.61 0.01

--- two ---
10
Properties=species:S:1:pos:R:3:mulliken_charge:R:1 method="wB97M-V/def2-TZVPD" orbital_gap_ev=9.27 lumo_ev=-0.5 multiplicity=1 e_homo_ev=-9.738
C -0.93 1.14 -0.17 -0.37
C 0.11 0.31 -0.23 0.34
C -1.83 -0.04 -0.02 0.57
O -2.97 -0.20 0.24 -0.51
O -0.88 -0.99 -0.17 -0.42
O 2.00 -1.33 0.55 -0.46
P 1.77 -0.24 -0.64 0.13
H -0.95 2.25 -0.31 0.32
H 1.18 -1.69 0.81 0.36
H 2.49 0.79 -0.06 0.03

Tell me which of them is the least stable. Sure, it is two.